# 1
ORCA calculation (ωB97M-V with the def2-TZVPD basis set) on a molecular structure, C12H30Br4HfO9S2 at a distorted geometry.

The geometry in XYZ format:
```
58
Properties=species:S:1:pos:R:3:forces:R:3
Hf 0.236496 0.828252 0.306739 -0.102 0.011 -0.921
Br -2.392049 0.511952 1.483010 1.558 0.223 -0.684
Br -0.491756 2.824970 -1.565200 0.358 -0.794 1.329
Br 1.530951 0.037959 2.629205 -0.609 0.417 -1.396
Br 2.168112 -0.097326 -1.642625 -1.016 0.414 1.258
O -1.082933 -0.171793 -1.581399 -2.343 -1.457 -3.870
S -1.776050 -0.693150 -2.851374 2.022 0.693 1.167
O -2.102505 0.201758 -3.987646 0.826 -2.021 2.763
O -0.814963 -1.988852 -3.423223 -1.704 1.588 1.958
C 0.118193 -1.724536 -4.498416 -0.189 -0.087 0.043
C 1.021542 -2.978198 -4.623578 -0.180 0.676 -0.274
C -3.271092 -1.694457 -2.345485 0.746 0.177 -0.963
H 0.736710 -0.863251 -4.245959 0.044 -0.015 0.060
H -0.587017 -1.436585 -5.278074 0.824 -0.342 -0.884
H 1.601813 -3.071937 -3.705651 -0.193 -0.074 0.114
H 1.759887 -2.854003 -5.415743 -0.053 0.381 -0.101
H 0.535225 -3.922680 -4.867652 -0.439 0.172 0.264
H -3.146734 -2.585675 -2.960589 0.020 -0.065 0.274
H -4.178563 -1.210436 -2.706514 0.312 0.466 0.148
H -3.325004 -1.930970 -1.282822 0.439 0.310 -0.150
O 1.241040 -3.699616 0.456338 -1.932 0.938 -0.354
S -0.040537 -3.021303 0.398829 -0.754 0.149 0.740
O -0.151893 -1.560366 0.359517 0.658 -1.337 -0.328
O -0.955275 -3.539910 -0.868305 0.744 2.009 1.497
C -0.981313 -4.886096 -1.207514 1.093 -2.748 -1.446
C -1.967088 -5.068742 -2.376240 -0.249 0.557 1.068
C -1.138592 -3.475292 1.828251 0.896 -0.004 -1.896
H -1.153194 -5.588091 -0.391571 -0.878 0.396 0.523
H -0.001457 -5.266946 -1.495491 0.432 0.633 -0.394
H -2.930970 -4.858404 -1.912772 -0.369 0.094 -0.489
H -2.032810 -6.060986 -2.822602 0.415 -0.053 0.331
H -1.751588 -4.338346 -3.156105 0.007 -0.046 0.077
H -2.003453 -2.815299 1.760872 0.404 0.382 0.343
H -0.453057 -3.367355 2.668780 -0.541 -0.066 0.208
H -1.507712 -4.478392 1.614612 0.421 -0.185 0.416
C 1.491788 4.579230 5.418331 -1.891 1.612 -0.988
O 1.259249 3.429807 4.607476 1.295 0.084 1.186
C -0.093967 3.048222 4.398495 0.737 0.265 -1.388
C -0.611579 3.407857 2.940021 -3.036 -2.211 3.539
O 0.107630 2.837240 1.900437 2.593 3.163 -0.104
C 1.105498 3.969213 1.725373 1.578 -0.642 -1.220
C 2.458400 3.372507 1.410441 -2.011 0.060 1.460
O 2.153732 2.607807 0.246728 2.671 0.667 -0.510
C 2.923932 3.268164 -0.801001 -1.237 -1.268 -2.174
H 1.176028 4.612176 6.461076 0.117 -1.139 0.263
H 0.835957 5.340439 4.995810 -0.365 0.525 -0.087
H 2.434819 5.122594 5.358760 0.648 -1.214 -0.363
H -0.777891 3.437616 5.152636 -0.046 0.349 -0.038
H -0.101067 1.962342 4.492985 -0.040 -0.031 -0.169
H -0.923009 4.447990 2.843928 0.527 0.106 -0.499
H -1.535411 2.831697 2.991705 -0.509 0.178 -0.287
H 1.363001 4.729587 2.462685 -1.259 -0.768 1.403
H 0.725833 4.598332 0.920284 -0.005 -0.484 -0.546
H 2.911727 2.807277 2.224749 -0.721 -0.790 0.006
H 3.147365 4.216772 1.435832 0.287 0.102 -1.602
H 2.658472 4.321159 -0.895067 0.249 0.085 0.621
H 2.588635 2.860162 -1.754529 -0.279 -0.238 0.104
H 3.988491 3.035915 -0.830758 0.028 0.197 0.961
```
Forces are in eV/Å.

LUMO: -0.1 eV
Relative energy (zero: lowest compared OMol25 entry of this formula, charge and spin): 72.8 kcal per mole
Gap between HOMO and LUMO: 8.57 eV
Total charge: 0


# 2
ORCA calculation (ωB97M-V with the def2-TZVPD basis set) on a molecular structure, C20H41N2OP2SSm at a distorted geometry.

The geometry in XYZ format:
```
68
Properties=species:S:1:pos:R:3:forces:R:3
Sm 1.424423 -0.051411 1.274307 -2.648 2.197 -3.001
P -0.222641 -2.123984 -1.671968 -1.083 1.393 0.283
P 0.058647 2.571726 0.903259 0.565 -0.972 0.943
N 2.546873 0.262219 -0.573902 -2.128 0.429 -0.157
C 1.587242 -1.743068 -2.161986 -1.268 -0.531 0.112
H 2.135605 -2.658204 -1.926470 -0.152 0.040 0.098
H 1.433761 -1.753627 -3.238640 0.557 0.136 -0.338
C 2.451317 -0.476203 -1.845847 -0.166 0.340 -1.081
H 3.440717 -0.796059 -2.149826 0.366 -0.126 -0.058
H 2.135619 0.231780 -2.640718 0.298 -0.314 0.526
C 2.235693 1.692565 -0.942897 -0.199 0.271 -0.128
H 1.463660 1.722368 -1.744084 0.121 -0.078 0.686
H 3.098773 2.167830 -1.421666 0.245 -0.282 0.131
C 1.819223 2.669071 0.186123 -0.562 -0.077 0.061
H 1.831985 3.668504 -0.251964 0.409 0.065 0.087
H 2.543798 2.667542 1.011637 0.099 0.127 -0.026
C 0.393069 3.231776 2.629945 0.277 0.418 -0.897
C 0.942481 2.095636 3.526957 -0.286 0.440 -0.099
H 1.951920 1.737041 3.228131 -0.173 0.115 0.009
H 0.228499 1.253859 3.615622 0.151 0.233 -0.078
H 1.070031 2.503426 4.536542 0.133 -0.274 -0.094
C -0.902234 3.808822 -0.054928 -0.085 0.073 -0.349
C -2.417967 3.647099 0.151461 -0.156 -0.090 -0.020
H -2.958740 4.216491 -0.616310 0.185 -0.064 0.194
H -2.752405 4.016346 1.129706 0.171 -0.089 -0.236
H -2.722632 2.598403 0.057164 0.068 0.156 0.038
C -1.447165 -2.854977 -2.787248 0.514 -0.600 -1.566
C -2.625707 -3.512301 -2.061218 -0.223 -0.358 0.238
H -3.429372 -3.665780 -2.797929 0.301 -0.015 0.167
H -3.042998 -2.886460 -1.262622 0.209 -0.211 -0.214
H -2.369568 -4.498457 -1.643437 -0.051 0.306 -0.232
C 0.180052 -3.362848 -0.312193 -0.252 0.654 0.315
C -0.894586 -3.556974 0.738829 -0.408 -0.113 0.491
H -0.455566 -4.001506 1.640248 0.000 -0.098 -0.141
H -1.680363 -4.239831 0.407536 0.117 0.152 0.059
H -1.364732 -2.622763 1.042192 -0.104 0.153 -0.087
C -1.311642 -0.671467 -1.253960 -1.530 -2.044 -4.671
C -0.416637 5.258734 0.130160 0.056 0.278 -0.315
H 0.524182 5.344950 0.684122 -0.131 0.013 -0.046
H -0.248466 5.710107 -0.855599 -0.030 -0.001 0.268
H -1.167168 5.877622 0.633694 0.146 -0.204 0.001
C -0.841056 -3.762798 -3.865605 -0.286 -0.060 -0.092
H -1.661161 -4.066991 -4.527043 0.336 -0.101 -0.005
H -0.098938 -3.220117 -4.464523 -0.132 -0.216 0.072
H -0.379911 -4.657788 -3.435190 -0.107 0.143 -0.207
C 0.629119 -4.714676 -0.873046 0.240 -0.334 -0.272
H 1.033606 -5.340631 -0.067920 -0.118 0.257 0.004
H -0.189207 -5.287384 -1.316039 -0.031 0.223 0.080
H 1.420307 -4.644385 -1.621829 -0.054 0.066 -0.013
C -0.841786 3.902447 3.243227 -0.091 -0.123 0.412
H -1.731536 3.251942 3.203631 0.299 0.193 -0.012
H -0.635540 4.106942 4.304024 -0.135 0.008 -0.236
H -1.086823 4.866514 2.773600 0.151 -0.446 0.042
H 1.175619 3.993343 2.472968 -0.115 -0.163 0.478
H 1.062081 -2.938002 0.201863 -0.104 0.107 -0.300
H -0.694495 3.524431 -1.101959 -0.003 -0.119 0.325
H -1.851527 -1.985915 -3.334752 0.216 -0.020 0.251
O -0.982179 -0.127670 -0.181419 2.012 2.014 5.554
H -1.910627 0.027191 -1.999033 3.462 1.308 -1.213
H -2.461016 -0.807273 -1.788491 0.202 -2.661 3.065
S 2.929260 -1.970093 4.468034 0.735 0.070 -1.118
C 4.382332 -1.810806 3.499718 -0.814 -0.177 0.174
C 4.093066 -1.773295 2.161363 -2.096 0.020 0.504
N 2.712355 -1.844510 1.924770 0.094 -1.045 1.433
C 1.927973 -1.944165 3.063929 3.557 -1.225 -0.506
H 5.380864 -1.768113 3.914454 -0.215 0.026 0.297
H 4.775657 -1.701104 1.309470 -0.310 0.092 0.452
H 0.953880 -2.445491 3.052778 -0.046 0.718 -0.041
```
Forces are in eV/Å.

LUMO (alpha / beta): -7.5 / -7.3 eV
Multiplicity: 6
Gap between HOMO and LUMO (alpha / beta): 4.63 / 4.86 eV
Total charge: +2


# 3
ORCA calculation (ωB97M-V with the def2-TZVPD basis set) on C3H8N4S in the gas phase at a distorted geometry.

The geometry in XYZ format:
```
16
Properties=species:S:1:pos:R:3:forces:R:3
H 0.811440 -0.591148 3.229695 0.172 -0.386 0.046
N 0.129928 0.141707 3.126068 -0.555 0.837 -0.497
C -0.030801 0.496573 1.918544 1.341 -1.159 -0.047
N 0.701442 -0.029954 0.806906 -0.048 0.536 0.781
N 1.516804 -1.173203 1.121237 0.403 -0.592 -0.824
C 0.049580 -0.068790 -0.452066 -0.020 -1.085 -0.185
N -0.058375 -1.106014 -1.189805 0.346 1.004 0.142
H 0.401323 -1.876763 -0.730383 -0.127 -0.566 0.149
S -0.574243 1.489554 -0.959507 0.230 0.605 -0.007
C -1.467520 1.023615 -2.438257 1.112 -0.981 -0.421
H -0.714327 1.263784 1.614561 -0.378 0.278 0.050
H 2.202108 -0.978962 1.866072 -0.624 0.538 -0.531
H 2.092765 -1.381094 0.280978 -0.559 0.401 0.727
H -2.028230 1.834759 -2.799263 -0.403 1.531 -0.289
H -2.198594 0.323906 -2.129579 -0.548 -1.130 0.035
H -0.833300 0.632033 -3.265203 -0.340 0.170 0.871
```
Forces are in eV/Å.

LUMO: 0.7 eV
SMILES: [H]/N=C\N(N)/C(=N\[H])SC
Relative energy (zero: lowest compared OMol25 entry of this formula, charge and spin): 35.9 kcal per mole
Gap between HOMO and LUMO: 9.76 eV
Total charge: 0


# 4
ORCA calculation (ωB97M-V with the def2-TZVPD basis set) on a gas-phase ion, C4H10N3 (charge +1) at a distorted geometry.

The geometry in XYZ format:
```
17
Properties=species:S:1:pos:R:3:forces:R:3
C -0.265360 0.546692 0.037150 0.341 2.186 -0.040
C 2.153964 0.404412 0.160060 -0.040 1.107 -2.764
C -1.394921 1.503349 -0.403216 2.134 0.241 -1.526
C -1.803066 -1.329476 0.509889 0.906 -0.619 -0.943
N 0.918978 1.091970 0.247491 0.195 -0.491 -0.067
N -0.486047 -0.725224 0.211276 -2.220 -2.412 0.404
N 2.143413 -0.867031 -0.451043 1.908 -0.194 1.161
H 2.858244 1.173827 -0.576768 -1.382 -1.512 1.342
H 2.794976 0.521448 1.027439 0.084 0.001 0.734
H -1.462637 1.578369 -1.535003 0.460 0.081 1.380
H -1.121834 2.436681 0.077672 -0.014 0.334 -0.433
H -2.345241 1.242810 -0.086569 -1.735 -0.901 0.809
H -2.084505 -1.792049 -0.475537 -0.307 1.055 0.256
H -1.738060 -2.356686 0.975165 0.383 1.406 0.530
H -2.528436 -0.609419 0.950020 0.486 -0.941 -0.246
H 3.042297 -1.408609 -0.414596 -1.247 0.898 -0.471
H 1.318227 -1.411072 -0.253427 0.048 -0.239 -0.126
```
Forces are in eV/Å.

LUMO (alpha / beta): -2.9 / -8.2 eV
Relative energy (zero: lowest compared OMol25 entry of this formula, charge and spin): 41.5 kcal per mole
Multiplicity: 3
Gap between HOMO and LUMO (alpha / beta): 11.17 / 5.60 eV
Total charge: +1


Look up the total charge of the third one.
0


Which formula does entry 1 have?
C12H30Br4HfO9S2


total charge of number 4 (C4H10N3)?
+1